This record from the OMol25 dataset describes a single C4H11NO molecule in a non-equilibrium geometry. The level of theory is ωB97M-V/def2-TZVPD.

The geometry in XYZ format:
```
17
Properties=species:S:1:pos:R:3:mulliken_charge:R:1
C 1.60 0.11 0.91 -1.307
C 0.18 -0.45 0.87 0.316
N 0.12 -1.83 0.40 -0.588
C -0.79 0.54 0.20 -0.786
C -0.54 0.85 -1.26 -0.336
O -1.72 0.96 -2.03 -0.546
H 1.84 0.65 -0.02 0.297
H 2.40 -0.61 1.01 0.432
H 1.67 0.81 1.73 0.341
H -0.19 -0.47 1.89 0.206
H -0.62 -2.08 -0.24 0.221
H 1.01 -2.18 0.07 0.202
H -1.80 0.13 0.28 0.370
H -0.84 1.35 0.94 0.302
H 0.00 1.78 -1.40 0.293
H 0.10 0.06 -1.68 0.282
H -2.41 0.38 -1.66 0.301
```

Output
- M (g/mol) = 89.1
- calculated total energy (eV) = -7863.367
- multiplicity = 1
- energy relative to the best compared isomer or geometry (same formula, charge and spin) (kcal per mole) = 27.4
- Kohn-Sham gap (hartree) = 0.3660
- structure (SMILES) = C[C@H](N)CCO